DFT (wB97M-V/def2-TZVPD) results for the ion C5H12N3S with charge +1.

Each line ends with the Mulliken charge.
Element x y z (Å)
C  -1.239  -0.125  0.002  0.13
C  0.842  1.468  0.240  1.01
C  2.324  1.342  -0.190  -1.25
C  0.517  2.318  1.295  -1.38
C  -2.130  -2.361  -0.307  -0.90
N  0.018  0.783  -0.498  -0.22
N  -1.156  -1.306  -0.483  0.25
N  0.090  -1.683  -1.042  -0.66
S  -2.292  0.459  1.134  -0.27
H  2.487  0.285  -0.104  0.35
H  2.914  1.936  0.482  0.38
H  2.604  1.584  -1.170  0.39
H  0.593  1.818  2.359  0.32
H  -0.550  2.547  1.293  0.38
H  1.118  3.250  1.378  0.41
H  -2.128  -2.800  0.825  0.30
H  -3.097  -1.980  -0.565  0.39
H  -1.929  -3.092  -1.164  0.32
H  0.342  0.056  -1.214  0.52
H  0.012  -2.281  -1.882  0.28
H  0.660  -2.218  -0.387  0.24

For the HOMO energy, the calculation gives -12.629 eV. The energy above the lowest of the compared OMol25 structures with the same formula, charge and spin comes out at 2.865 eV. For the total energy, the calculation gives -759.82853 a.u. The LUMO energy comes out at -0.163 Ha. The calculation puts the max |F| at 6.077 eV Å⁻¹. Its gap between HOMO and LUMO is 8.194 eV. The multiplicity is 1. As for the total charge: +1.

DFT (wB97M-V/def2-TZVPD) results for a cluster of 2 separate species, C5H12N3S in total.

Each line ends with the Mulliken charge.
Element x y z (Å)
C  1.904  -0.147  1.255  -0.65
C  1.438  -1.151  2.135  -0.27
C  1.186  0.210  0.133  1.01
C  0.013  -0.516  -0.515  0.10
C  0.297  -1.757  -1.328  -1.19
N  1.560  1.211  -0.731  -0.46
N  -1.073  0.192  -0.596  -0.14
N  -2.844  1.804  0.219  -0.95
S  -0.034  -1.911  2.080  -0.22
H  2.881  0.305  1.507  0.27
H  2.011  -1.596  2.957  0.34
H  -0.363  -1.743  -2.199  0.43
H  0.235  -2.599  -0.589  0.29
H  1.254  -1.904  -1.668  0.36
H  1.619  1.001  -1.785  0.28
H  2.457  1.683  -0.375  0.30
H  -1.721  -0.098  -1.316  0.26
H  -1.373  0.926  0.063  0.39
H  -3.363  1.569  1.120  0.28
H  -3.468  1.713  -0.663  0.28
H  -2.616  2.808  0.297  0.28

For the HOMO energy (spin up / spin down), the calculation gives -12.020 / -12.020 eV. The energy above the lowest of the compared OMol25 structures with the same formula, charge and spin comes out at 1.662 eV. For the total energy, the calculation gives -759.87273 a.u. The LUMO energy (spin up / spin down) comes out at -0.162 / -0.162 Ha. The calculation puts the max |F| at 3.140 eV Å⁻¹. Its gap between HOMO and LUMO (spin up / spin down) is 7.608 / 7.607 eV. The multiplicity is 1. As for the total charge: +1.

DFT (wB97M-V/def2-TZVPD) results for a structure of composition C5H12N4.

Each line ends with the Mulliken charge.
Element x y z (Å)
C  2.226  0.205  -0.168  -1.18
C  -2.047  -0.434  1.421  -0.87
N  0.837  0.613  -0.326  0.73
N  -1.594  -0.596  0.035  -0.23
C  0.242  0.403  -1.631  -0.30
C  -0.327  -0.983  -0.219  0.50
N  0.503  1.789  0.406  -0.81
C  0.288  -2.100  0.167  -0.85
N  -0.556  1.339  -1.989  -0.70
H  -1.972  0.069  -0.624  0.35
H  -0.139  2.290  -0.214  0.31
H  1.332  2.361  0.539  0.26
H  -1.004  1.101  -2.870  0.24
H  2.425  -0.036  0.876  0.38
H  2.406  -0.654  -0.808  0.39
H  2.886  1.014  -0.497  0.41
H  -1.447  0.305  1.958  0.27
H  -3.087  -0.108  1.404  0.37
H  -1.996  -1.388  1.944  0.27
H  1.353  -2.248  0.137  0.19
H  -0.329  -2.941  0.458  0.29

For the HOMO energy (spin up / spin down), the calculation gives -7.184 / -7.185 eV. The energy above the lowest of the compared OMol25 structures with the same formula, charge and spin comes out at 5.811 eV. For the total energy, the calculation gives -416.53191 a.u. The LUMO energy (spin up / spin down) comes out at 0.021 / 0.021 Ha. The calculation puts the max |F| at 0.548 eV Å⁻¹. Its gap between HOMO and LUMO (spin up / spin down) is 7.744 / 7.746 eV. The multiplicity is 1.

DFT (wB97M-V/def2-TZVPD) results for the molecule C5H12N4.

Each line ends with the Mulliken charge.
Element x y z (Å)
C  0.834  -0.312  0.224  0.23
C  0.617  0.249  1.654  -1.27
C  -1.090  -1.565  -0.452  -1.39
C  -1.326  0.809  -0.786  -1.64
C  -0.304  -0.323  -0.757  1.03
N  1.696  -1.412  0.116  0.03
N  2.874  -1.115  0.028  -0.61
N  2.239  1.088  -0.339  -0.58
N  3.211  0.187  -0.352  0.09
H  1.659  0.258  1.978  0.40
H  0.011  -0.281  2.320  0.32
H  0.074  1.170  1.459  0.34
H  -0.719  -2.538  -1.028  0.23
H  -2.125  -1.469  -0.642  0.47
H  -0.828  -1.758  0.561  0.38
H  -1.894  0.906  0.228  0.36
H  -2.015  0.594  -1.665  0.44
H  -0.888  1.816  -1.036  0.31
H  0.125  -0.153  -1.765  0.32
H  1.967  1.357  -1.295  0.24
H  3.998  0.067  -1.007  0.30

For the HOMO energy, the calculation gives -8.024 eV. The energy above the lowest of the compared OMol25 structures with the same formula, charge and spin comes out at 5.329 eV. For the total energy, the calculation gives -416.54962 a.u. The LUMO energy comes out at 0.035 Ha. The calculation puts the max |F| at 4.277 eV Å⁻¹. Its gap between HOMO and LUMO is 8.968 eV. The multiplicity is 1.

DFT (wB97M-V/def2-TZVPD) results for the molecule C5H12N4O.

Each line ends with the Mulliken charge.
Element x y z (Å)
C  -2.919  0.792  0.023  -0.72
C  -1.560  0.995  0.123  0.68
C  0.776  -0.608  -1.571  -1.72
C  1.547  -0.730  0.847  -1.24
C  0.697  0.002  -0.119  0.25
N  -3.336  -0.585  0.013  0.03
N  -0.682  -0.050  0.334  0.45
N  -1.046  2.221  -0.042  -0.47
N  -1.049  -1.281  1.009  -0.79
O  -4.515  -0.863  -0.312  -0.52
H  -3.578  1.715  -0.048  0.24
H  0.234  -0.103  -2.263  0.44
H  1.745  -0.570  -1.902  0.51
H  0.412  -1.641  -1.623  0.34
H  1.420  -1.753  0.677  0.36
H  1.224  -0.426  1.917  0.29
H  2.643  -0.558  0.611  0.37
H  1.022  0.961  -0.244  0.34
H  -1.668  3.072  -0.232  0.27
H  -0.282  2.488  0.594  0.25
H  -2.017  -1.671  0.802  0.41
H  -1.104  -1.096  2.090  0.23

For the HOMO energy (spin up / spin down), the calculation gives -8.136 / -8.136 eV. The energy above the lowest of the compared OMol25 structures with the same formula, charge and spin comes out at 4.475 eV. For the total energy, the calculation gives -491.81477 a.u. The LUMO energy (spin up / spin down) comes out at 0.016 / 0.016 Ha. The calculation puts the max |F| at 3.744 eV Å⁻¹. Its gap between HOMO and LUMO (spin up / spin down) is 8.570 / 8.569 eV. The multiplicity is 1.

DFT (wB97M-V/def2-TZVPD) results for a structure of composition C5H12N4O2.

Each line ends with the Mulliken charge.
Element x y z (Å)
C  -0.303  0.235  -0.958  0.88
C  -0.130  -1.585  3.379  0.80
C  -1.184  -0.766  -1.619  -1.18
C  -0.346  -0.771  4.588  -0.92
C  -0.154  1.660  -3.036  -0.81
N  0.323  0.181  0.166  -0.44
N  0.039  1.423  -1.565  0.56
N  0.759  2.314  -1.012  -0.49
N  0.004  -1.415  1.045  -0.34
O  -0.200  -2.825  3.379  -0.27
O  0.138  -0.871  2.231  0.09
H  -2.183  -0.115  -1.772  0.35
H  -1.457  -1.571  -0.885  0.34
H  -0.906  -1.241  -2.532  0.37
H  -1.374  -0.902  5.039  0.34
H  0.365  -1.065  5.311  0.35
H  -0.112  0.233  4.429  0.34
H  -1.081  2.218  -3.285  0.33
H  0.691  2.142  -3.476  0.40
H  -0.254  0.686  -3.556  0.31
H  0.948  1.977  -0.080  0.29
H  0.931  3.237  -1.415  0.29
H  -0.029  -3.402  2.614  0.44

For the HOMO energy (spin up / spin down), the calculation gives -17.265 / -18.170 eV. The energy above the lowest of the compared OMol25 structures with the same formula, charge and spin comes out at 6.095 eV. For the total energy, the calculation gives -566.32624 a.u. The LUMO energy (spin up / spin down) comes out at -0.339 / -0.339 Ha. The calculation puts the max |F| at 5.536 eV Å⁻¹. Its gap between HOMO and LUMO (spin up / spin down) is 8.029 / 8.956 eV. The multiplicity is 1. As for the total charge: +2.

> The lowest max |F| belongs to which entry?

number 3

Repeat the first record exactly.
DFT (wB97M-V/def2-TZVPD) results for the ion C5H12N3S with charge +1.

Each line ends with the Mulliken charge.
Element x y z (Å)
C  -1.239  -0.125  0.002  0.13
C  0.842  1.468  0.240  1.01
C  2.324  1.342  -0.190  -1.25
C  0.517  2.318  1.295  -1.38
C  -2.130  -2.361  -0.307  -0.90
N  0.018  0.783  -0.498  -0.22
N  -1.156  -1.306  -0.483  0.25
N  0.090  -1.683  -1.042  -0.66
S  -2.292  0.459  1.134  -0.27
H  2.487  0.285  -0.104  0.35
H  2.914  1.936  0.482  0.38
H  2.604  1.584  -1.170  0.39
H  0.593  1.818  2.359  0.32
H  -0.550  2.547  1.293  0.38
H  1.118  3.250  1.378  0.41
H  -2.128  -2.800  0.825  0.30
H  -3.097  -1.980  -0.565  0.39
H  -1.929  -3.092  -1.164  0.32
H  0.342  0.056  -1.214  0.52
H  0.012  -2.281  -1.882  0.28
H  0.660  -2.218  -0.387  0.24

For the HOMO energy, the calculation gives -12.629 eV. The energy above the lowest of the compared OMol25 structures with the same formula, charge and spin comes out at 2.865 eV. For the total energy, the calculation gives -759.82853 a.u. The LUMO energy comes out at -0.163 Ha. The calculation puts the max |F| at 6.077 eV Å⁻¹. Its gap between HOMO and LUMO is 8.194 eV. The multiplicity is 1. As for the total charge: +1.

> Number 4 is which compound?

C5H12N4

> What is the multiplicity in the sixth record?

1